(1)
Computed, not measured: one molecule with the formula C2H3NO2, with ωB97M-V/def2-TZVPD.

Output
ΔE to the lowest compared entry with this formula, charge and spin   4.240 eV
E_LUMO   0.80 eV
Maximum force   0.14183 hartree/bohr
Gap between HOMO and LUMO   0.3803 Ha

```
! RIJCOSX wB97M-V def2-TZVPD def2/J DEFGRID3
* xyz 0 1
O -1.20 -0.01 -0.09
O 2.06 0.09 -0.59
N -0.25 0.10 -1.08
C -0.33 -0.23 1.02
C 0.88 0.16 -0.36
H -0.43 0.51 1.95
H -0.18 -1.19 1.16
H -0.55 0.57 -2.00
*
```

For reference, the Löwdin charges in units of e are:
1 O -0.150
2 O 0.080
3 N 0.029
4 C 0.016
5 C -0.352
6 H 0.146
7 H 0.028
8 H 0.204

---

(2)
Computed, not measured: a 2-piece molecular cluster, C2H7OS overall, with ωB97M-V/def2-TZVPD.

Output
ΔE to the lowest compared entry with this formula, charge and spin   2.509 eV
E_LUMO   3.64 eV
Maximum force   0.08215 hartree/bohr
Gap between HOMO and LUMO   0.2178 Ha

```
! RIJCOSX wB97M-V def2-TZVPD def2/J DEFGRID3
* xyz -1 1
S -1.20 -0.70 -1.23
O 0.65 1.41 0.75
C -0.51 -1.10 0.33
C 1.88 1.16 1.19
H -1.18 -0.87 1.24
H -0.25 0.17 -1.50
H 2.15 0.25 1.75
H 0.53 -0.70 0.48
H 2.25 1.95 1.83
H 2.72 1.17 0.39
H -0.45 -2.29 0.36
*
```

For reference, the Löwdin charges in units of e are:
1 S 0.573
2 O -0.409
3 C -0.602
4 C -0.539
5 H 0.045
6 H -0.173
7 H 0.018
8 H 0.005
9 H 0.012
10 H 0.040
11 H 0.031

---

(3)
Computed, not measured: C57H46AsCrNO4STe as an isolated structure, with ωB97M-V/def2-TZVPD.

Output
ΔE to the lowest compared entry with this formula, charge and spin   1.479 eV
E_LUMO (spin up / spin down)   0.21 / 0.12 eV
Maximum force   0.00978 hartree/bohr
Gap between HOMO and LUMO (spin up / spin down)   0.2023 / 0.2430 Ha

```
! RIJCOSX wB97M-V def2-TZVPD def2/J DEFGRID3
* xyz 0 5
Te 0.67 2.07 -3.50
As -2.62 -0.12 0.21
Cr 0.74 0.96 -0.19
S -2.35 -4.85 -5.64
O -1.32 0.86 -0.14
O -0.32 -4.44 -7.29
O 0.97 0.69 1.75
O 2.37 -2.07 4.02
N 1.61 2.79 -0.05
C -5.85 -0.49 -2.41
C 4.46 6.84 0.85
C -1.57 -1.74 5.29
C 3.09 -2.15 -1.58
C 4.30 -1.64 -1.79
C 4.70 1.42 3.44
C 2.23 0.25 -1.33
C 1.06 0.45 -2.24
C -2.85 -2.99 0.30
C 2.94 2.07 1.86
C 6.07 1.63 4.01
C 4.19 2.26 2.47
C 0.10 3.43 -1.93
C 3.89 0.36 3.85
C 3.20 4.36 0.84
C -5.24 -0.30 -3.65
C -1.33 -5.05 -7.09
C -3.70 0.56 1.62
C 1.23 3.85 -1.00
C 0.81 -0.96 -2.34
C -4.13 -0.27 2.65
C 3.58 0.69 -1.64
C -1.38 0.65 5.07
C -3.73 -0.18 -1.34
C 4.23 4.63 -0.06
C -1.41 -3.69 -4.70
C 2.82 5.34 1.75
C -0.11 0.50 4.53
C -0.30 -1.89 4.75
C -2.10 -0.47 5.46
C -1.13 -4.46 1.11
C -0.34 -3.37 1.44
C -5.36 1.57 3.59
C 3.44 6.57 1.75
C -4.98 0.24 3.63
C 2.62 0.16 3.33
C 1.84 -0.98 3.88
C -0.65 -4.13 -3.61
C 4.86 5.86 -0.05
C -2.39 -4.27 0.56
C 2.12 0.97 2.28
C -3.88 -0.04 -3.73
C 0.44 -0.77 4.37
C 0.07 -3.23 -2.86
C -4.92 2.40 2.57
C 4.57 -0.20 -1.83
C 0.06 -1.85 -3.15
C -1.88 -6.09 -8.04
C -0.71 -1.43 -4.26
C -0.79 -2.08 1.20
C -5.10 -0.43 -1.25
C 2.52 3.03 0.84
C -2.05 -1.90 0.63
C -1.43 -2.33 -5.01
C -4.09 1.90 1.58
C -3.12 0.02 -2.57
C 1.91 -1.26 -1.31
H 0.65 -3.59 -2.01
H 4.24 -0.33 4.61
H 2.10 4.15 -1.59
H -0.62 -5.19 -3.37
H -2.13 -2.62 5.59
H -3.81 -1.30 2.69
H 0.15 -2.87 4.64
H -1.80 1.64 5.20
H -1.37 -7.03 -7.85
H 3.77 1.75 -1.75
H 6.27 0.93 4.82
H -0.72 -0.38 -4.53
H -6.02 1.96 4.36
H -0.73 2.98 -1.38
H 0.46 1.37 4.23
H -0.19 -1.23 1.49
H -6.91 -0.69 -2.36
H 2.95 -3.23 -1.55
H 4.79 3.10 2.15
H 0.64 -3.52 1.88
H -5.57 -0.56 -0.29
H -5.22 3.44 2.55
H -3.82 -2.84 -0.16
H 0.91 4.73 -0.43
H -3.41 0.12 -4.69
H 3.14 7.33 2.46
H -3.01 -5.12 0.30
H 4.96 7.80 0.86
H -3.74 2.54 0.78
H 2.03 5.12 2.47
H -0.77 -5.47 1.29
H -5.83 -0.35 -4.55
H -2.06 0.23 -2.62
H 5.57 0.14 -2.07
H 5.14 -2.31 -1.93
H 4.54 3.86 -0.76
H -2.95 -6.24 -7.91
H 6.18 2.64 4.42
H -2.01 -1.99 -5.86
H 6.84 1.50 3.25
H -1.66 -5.78 -9.07
H 1.44 -1.59 -0.36
H 5.66 6.06 -0.75
H -5.32 -0.40 4.42
H -3.08 -0.35 5.89
H -0.27 4.31 -2.45
*
```

Results of the Löwdin charge analysis, in e, for atoms 1 through 99:
1 Te 1.297
2 As 1.254
3 Cr 0.718
4 S 0.995
5 O -0.488
6 O 0.037
7 O -0.160
8 O 0.095
9 N 0.027
10 C -0.078
11 C -0.082
12 C -0.074
13 C -0.038
14 C -0.083
15 C -0.257
16 C -0.371
17 C -0.600
18 C -0.086
19 C -0.057
20 C -0.051
21 C 0.029
22 C -0.503
23 C 0.038
24 C -0.215
25 C -0.068
26 C -0.756
27 C -0.296
28 C -0.268
29 C -0.168
30 C -0.092
31 C -0.075
32 C -0.067
33 C -0.291
34 C -0.035
35 C -0.557
36 C -0.022
37 C -0.013
38 C -0.026
39 C -0.099
40 C -0.066
41 C -0.062
42 C -0.074
43 C -0.071
44 C -0.088
45 C -0.077
46 C -0.297
47 C -0.097
48 C -0.066
49 C -0.071
50 C -0.289
51 C -0.061
52 C -0.146
53 C -0.017
54 C -0.073
55 C -0.084
56 C -0.176
57 C -0.083
58 C -0.054
59 C -0.085
60 C -0.099
61 C -0.174
62 C -0.287
63 C -0.103
64 C -0.083
65 C -0.072
66 C -0.206
67 H 0.103
68 H 0.129
69 H 0.105
70 H 0.103
71 H 0.103
72 H 0.104
73 H 0.115
74 H 0.105
75 H 0.087
76 H 0.090
77 H 0.073
78 H 0.058
79 H 0.106
80 H 0.031
81 H 0.117
82 H 0.082
83 H 0.105
84 H 0.098
85 H 0.124
86 H 0.114
87 H 0.105
88 H 0.106
89 H 0.103
90 H 0.127
91 H 0.108
92 H 0.104
93 H 0.107
94 H 0.103
95 H 0.112
96 H 0.126
97 H 0.107
98 H 0.107
99 H 0.078

---

> What is the maximum force in the first record?

0.14183 hartree/bohr

---

> Which of these has the lowest maximum force?

C57H46AsCrNO4STe

---

> What is the ΔE to the lowest compared entry with this formula, charge and spin in the second record?

2.509 eV